A structure of composition C13H39AsF6O6 in a non-equilibrium geometry, computed with wB97M-V/def2-TZVPD.

E_LUMO ... -0.208 eV
Energy above the lowest of the compared OMol25 structures with the same formula, charge and spin ... 44.29 kcal/mol

Geometry as XYZ:
```
65
C13H39AsF6O6, DFT wB97M-V/def2-TZVPD
C -3.00211 4.34935 0.21647
H -1.85408 -2.19007 3.26840
O -2.09087 -1.37581 1.01129
H -2.56160 2.43949 -1.26083
H -0.56837 -0.34042 0.11637
F 0.30746 1.71409 -5.00044
H -0.17250 -2.30672 -4.32772
H 1.16123 -1.24464 -4.04949
O 3.32700 -2.29727 3.09099
As -1.06140 2.29547 -4.02296
C 0.85757 -2.56394 -2.36910
H -3.66108 -2.41246 1.70547
H 1.52126 -1.06328 1.81356
H 4.90661 2.05004 -1.70320
H 3.88612 -1.48552 -0.56610
H -2.48284 2.59952 1.62397
O -0.12994 0.50925 0.03014
H 1.98863 -4.34330 4.61073
H -4.71795 2.56752 -0.48054
F -0.60702 1.03537 -2.81136
H -2.30198 -2.01557 0.32737
H 0.41700 -3.48172 -1.97965
H -4.99034 2.91538 1.19616
H -0.88416 -2.04453 -1.85837
C -2.60477 -1.40272 3.33643
C -3.19001 -1.44731 1.89174
H 3.87124 2.87105 -0.51029
H -3.96082 -0.68105 1.80922
C 3.62303 0.67435 -0.48234
H 1.47639 -2.93234 -4.44476
C 0.82155 -2.26678 -3.88233
H -4.52048 1.30775 0.81763
H 2.52647 1.08951 -2.07308
H 5.38024 1.95416 -0.12511
F -2.10782 1.16068 -4.85874
H 0.18238 -2.06830 2.30704
H 0.41511 -3.49000 4.58747
H -3.38488 -1.87746 3.93153
H 3.28752 -1.50298 3.62870
H 5.39972 -0.53648 -0.58619
F 0.14018 3.30609 -3.10287
H 4.44555 -0.66098 -2.00172
C -4.35303 2.34338 0.52181
H -0.74961 1.22032 -0.14871
H -3.71800 4.85729 0.86269
H -3.34563 4.42677 -0.81509
O -2.09712 2.35382 -0.42506
H 0.50471 0.47295 -0.68924
O 2.34230 0.94977 -1.14134
H 1.81737 -2.69359 5.23130
C 1.96649 -2.81662 3.08237
C -2.89627 2.84214 0.64504
C 4.36223 -0.57058 -0.91867
H -2.01571 4.81315 0.21968
F -1.37309 3.65933 -5.12132
H 1.00798 -0.97988 3.53965
H 1.85445 -2.40490 -1.95797
F -2.48361 2.91089 -3.02574
H -2.24832 -0.43500 3.68938
C 1.49195 -3.38568 4.45463
O -0.00469 -1.68619 -1.71792
H 3.36504 0.59193 0.57348
H 1.91561 -3.63958 2.36945
C 1.10865 -1.61404 2.65885
C 4.46136 1.97686 -0.71098
```